1.
2 unconnected molecules or ions with the total composition C6H8N3S at a distorted geometry. Source: the OMol25 dataset; level of theory: ωB97M-V/def2-TZVPD.

The geometry in ORCA input format:
```
! wB97M-V def2-TZVPD RIJCOSX def2/J DEFGRID3
* xyz 1 1
C -1.57 0.72 0.99
H 0.29 1.75 0.35
C -2.52 1.98 -0.69
C 2.43 -2.24 -0.85
H -1.47 0.03 1.79
C -2.93 0.96 0.28
H 3.38 -3.51 0.30
H 3.11 -1.75 -1.65
H -3.43 0.11 -0.05
C -0.68 1.31 0.25
H 1.08 -0.75 -1.72
N 1.03 -1.68 -1.11
S -0.38 -2.69 1.00
H -3.67 1.35 1.08
N 2.54 -3.13 -0.06
C 0.09 -1.90 -0.29
N -1.23 2.08 -0.79
H -3.17 2.33 -1.48
*
```

Values from the calculation:
Lowest unoccupied orbital energy = -0.242 Eh
Kohn-Sham gap = 0.2195 Ha
Relative energy (zero: lowest compared OMol25 entry of this formula, charge and spin) = 4.311 eV
Energy = -795.46975 Ha
Molar mass = 154.2 g mol⁻¹

2.
2 unconnected molecules or ions with the total composition C6H8N4 at a distorted geometry. Source: the OMol25 dataset; level of theory: ωB97M-V/def2-TZVPD.

The geometry in ORCA input format:
```
! wB97M-V def2-TZVPD RIJCOSX def2/J DEFGRID3
* xyz 0 1
H 4.59 0.65 1.73
C 1.68 -0.23 -0.15
C 2.94 0.03 0.51
H -0.90 2.39 -0.22
C -0.06 -1.15 -1.22
N -0.35 0.06 -0.67
C -2.40 -0.48 1.32
C 1.22 -1.37 -0.90
H -2.28 2.44 -1.15
H -1.46 -1.18 1.44
N -1.55 0.54 -0.80
H 1.91 -2.15 -1.21
C 3.94 0.27 1.04
N -1.78 1.84 -0.52
H -0.80 -1.83 -1.58
N 0.69 0.61 -0.01
H -3.08 -0.98 0.78
H -2.31 0.55 1.61
*
```

Values from the calculation:
Lowest unoccupied orbital energy (alpha / beta) = -0.009 / 0.024 Eh
Kohn-Sham gap (alpha / beta) = 0.2903 / 0.2976 Ha
Relative energy (zero: lowest compared OMol25 entry of this formula, charge and spin) = 7.981 eV
Energy = -452.16837 Ha
Molar mass = 136.2 g mol⁻¹

3.
A single C6H8N4 molecule at a distorted geometry. Source: the OMol25 dataset; level of theory: ωB97M-V/def2-TZVPD.

The geometry in ORCA input format:
```
! wB97M-V def2-TZVPD RIJCOSX def2/J DEFGRID3
* xyz 0 1
C -1.28 0.02 -1.44
N 1.72 0.35 1.58
H -2.67 -1.11 -2.68
H 1.64 3.23 0.34
N 0.00 1.33 -0.01
C -0.45 -1.13 0.52
N 1.17 1.32 0.70
H 2.33 -0.29 1.08
C -2.17 -1.07 -1.72
N 2.06 2.32 0.41
C -2.19 -2.11 -0.85
H 0.04 -1.11 1.48
H 1.91 0.50 2.58
H 2.43 2.11 -0.55
C -0.52 0.07 -0.30
C -1.23 -2.26 0.17
H -1.43 -3.09 0.78
H -1.35 0.92 -2.10
*
```

Values from the calculation:
Lowest unoccupied orbital energy (alpha / beta) = -0.009 / -0.011 Eh
Kohn-Sham gap (alpha / beta) = 0.3096 / 0.2603 Ha
Relative energy (zero: lowest compared OMol25 entry of this formula, charge and spin) = 7.057 eV
Energy = -452.20233 Ha
Molar mass = 136.2 g mol⁻¹

4.
A single C6H8N4O molecule at a distorted geometry. Source: the OMol25 dataset; level of theory: ωB97M-V/def2-TZVPD.

The geometry in ORCA input format:
```
! wB97M-V def2-TZVPD RIJCOSX def2/J DEFGRID3
* xyz 0 1
C -3.11 -0.69 -0.35
O -1.14 -0.44 1.80
N 0.63 1.93 0.64
C 1.95 0.62 -1.04
H 1.77 -1.35 -1.81
H 1.84 1.18 -1.97
N 2.55 -2.06 1.14
H -2.02 -0.83 1.75
H -3.01 -1.75 -0.14
H -3.76 -0.53 -1.15
H 2.26 0.95 0.95
H -3.42 -0.13 0.60
N -1.13 0.23 0.42
C 2.23 -1.46 0.21
C -0.39 1.31 0.50
C 1.93 -0.74 -0.99
N -1.75 -0.20 -0.57
H 2.56 2.43 -0.13
C 2.03 1.54 0.13
*
```

Values from the calculation:
Lowest unoccupied orbital energy (alpha / beta) = -0.005 / -0.005 Eh
Kohn-Sham gap (alpha / beta) = 0.2748 / 0.2749 Ha
Relative energy (zero: lowest compared OMol25 entry of this formula, charge and spin) = 7.553 eV
Energy = -527.42090 Ha
Molar mass = 152.2 g mol⁻¹

5.
A gas-phase ion, C6H8NO4 (charge +1) at a distorted geometry. Source: the OMol25 dataset; level of theory: ωB97M-V/def2-TZVPD.

The geometry in ORCA input format:
```
! wB97M-V def2-TZVPD RIJCOSX def2/J DEFGRID3
* xyz 1 1
H 0.29 2.26 1.19
H 0.73 -1.04 1.69
O 1.80 -0.93 -1.50
C 1.35 -0.69 0.96
H -0.24 -1.94 -1.95
O 4.76 -0.95 0.41
H 1.94 0.97 -0.15
H -1.25 -1.70 -0.69
C 0.76 -0.81 -0.63
C -0.44 -1.25 -1.23
C 3.60 -0.88 0.12
O 2.61 -1.02 1.17
N 0.98 0.53 0.19
H -0.80 0.78 1.26
H -0.73 1.73 -0.29
C -0.09 1.40 0.58
C 3.11 -0.86 -1.33
H -1.02 -0.52 -1.67
O 3.84 -0.93 -2.25
*
```

Values from the calculation:
Lowest unoccupied orbital energy = -0.180 Eh
Kohn-Sham gap = 0.3669 Ha
SMILES = C[N@H+]1[C@@H]2OC(=O)C(=O)O[C@@]21C
Relative energy (zero: lowest compared OMol25 entry of this formula, charge and spin) = 1.263 eV
Energy = -588.76418 Ha
Molar mass = 158.1 g mol⁻¹

6.
A single C6H8O2 molecule at a distorted geometry. Source: the OMol25 dataset; level of theory: ωB97M-V/def2-TZVPD.

The geometry in ORCA input format:
```
! wB97M-V def2-TZVPD RIJCOSX def2/J DEFGRID3
* xyz 0 1
H -1.67 -1.99 -0.27
H 1.91 0.26 -1.22
C -0.11 0.16 0.83
H 1.40 1.35 1.85
C -0.93 0.01 -0.43
C 0.92 1.14 0.89
O -1.40 0.97 -0.99
C -0.45 -0.57 1.92
H -1.29 -1.24 1.91
C -1.08 -1.39 -0.96
C 1.55 1.27 -1.19
H 1.41 1.78 -2.13
H -0.10 -1.87 -1.05
O 1.32 1.97 -0.08
H 0.11 -0.49 2.84
H -1.58 -1.37 -1.93
*
```

Values from the calculation:
Lowest unoccupied orbital energy (alpha / beta) = -0.005 / 0.022 Eh
Kohn-Sham gap (alpha / beta) = 0.2774 / 0.3037 Ha
Relative energy (zero: lowest compared OMol25 entry of this formula, charge and spin) = 4.397 eV
Energy = -383.74851 Ha
Molar mass = 112.1 g mol⁻¹

- Which formula does entry 1 have?
  C6H8N3S

- relative energy (zero: lowest compared OMol25 entry of this formula, charge and spin) of number 2 (C6H8N4)?
  7.981 eV

- Among the records above, which one has the highest molar mass?
  C6H8NO4

- Which formula does entry 6 have?
  C6H8O2